# C46H110O24P2

A 12-piece molecular cluster, C46H110O24P2 overall at a distorted geometry (ωB97M-V/def2-TZVPD, the Open Molecules 2025 dataset).

Calculated values
* frontier orbital gap: 9.38 eV
* E_tot: -4306.6983 hartree
* charge: 0
* HOMO: -9.36 eV
* LUMO energy: 0.0 eV
* multiplicity: 1
* structure (SMILES): COP(=O)(OC)OC.COP(=O)(OC)OC.C1CCOC1.C1CCOC1.C1CCOC1.C1CCOC1.COCCOC.COCCOC.COCCOC.COCCOC.COCCOC.COCCOC

Last column: Löwdin charge in e.
Cartesian coordinates (Å):
C: 7.564 5.284 3.903  -0.08
O: 7.194 3.880 3.910  -0.22
P: 7.867 2.799 2.945  0.45
O: 9.321 2.539 3.116  -0.25
O: 6.971 1.456 3.167  -0.24
C: 7.260 0.511 4.272  -0.06
O: 7.474 3.339 1.434  -0.21
C: 6.096 3.294 1.156  -0.15
H: 6.676 5.911 3.826  0.08
H: 8.237 5.658 3.131  0.09
H: 8.011 5.597 4.847  0.09
H: 8.280 0.463 4.653  0.09
H: 7.165 -0.432 3.734  0.08
H: 6.483 0.459 5.035  0.08
H: 5.657 4.140 0.627  0.08
H: 5.409 3.386 1.997  0.09
H: 5.970 2.470 0.453  0.10
C: -0.387 -0.982 -0.992  -0.11
O: 0.728 -0.287 -0.521  -0.19
P: 0.685 0.567 0.800  0.38
O: -0.551 0.791 1.591  -0.23
O: 1.356 1.935 0.374  -0.21
C: 0.636 2.817 -0.484  -0.09
O: 1.835 -0.219 1.565  -0.19
C: 1.942 -0.169 2.931  -0.14
H: -1.306 -0.832 -0.425  0.09
H: -0.118 -2.038 -1.019  0.09
H: -0.585 -0.673 -2.019  0.09
H: 1.116 3.789 -0.600  0.09
H: -0.367 2.915 -0.069  0.08
H: 0.408 2.297 -1.415  0.08
H: 1.023 -0.176 3.516  0.09
H: 2.455 0.761 3.178  0.09
H: 2.450 -1.059 3.302  0.09
C: 3.497 2.076 -7.467  -0.21
C: 3.156 1.783 -6.065  -0.16
C: 2.528 0.370 -6.251  -0.19
O: 3.343 -0.238 -7.220  -0.15
C: 3.929 0.723 -8.058  -0.21
H: 4.345 2.734 -7.659  0.11
H: 2.611 2.486 -7.952  0.11
H: 2.420 2.498 -5.700  0.11
H: 4.051 1.706 -5.447  0.12
H: 1.513 0.323 -6.645  0.12
H: 2.668 -0.304 -5.406  0.12
H: 3.485 0.787 -9.051  0.11
H: 5.016 0.648 -8.073  0.12
C: -5.436 2.687 3.904  -0.19
C: -6.249 1.645 4.598  -0.20
C: -7.437 2.337 5.182  -0.14
O: -7.087 3.761 4.916  -0.17
C: -5.722 3.961 4.660  -0.22
H: -5.727 2.615 2.856  0.11
H: -4.353 2.581 3.844  0.11
H: -5.693 1.171 5.407  0.11
H: -6.504 0.836 3.914  0.11
H: -7.533 2.171 6.255  0.11
H: -8.449 2.177 4.810  0.12
H: -5.229 3.968 5.632  0.11
H: -5.504 4.942 4.238  0.12
C: 3.664 -5.405 -3.494  -0.15
C: 4.827 -6.354 -3.976  -0.18
C: 4.799 -7.443 -2.895  -0.14
O: 4.684 -6.593 -1.684  -0.16
C: 3.971 -5.416 -1.949  -0.23
H: 2.717 -5.857 -3.789  0.10
H: 3.707 -4.440 -3.999  0.10
H: 5.722 -5.768 -4.182  0.11
H: 4.548 -6.696 -4.972  0.10
H: 5.716 -8.018 -2.765  0.12
H: 3.897 -8.048 -2.990  0.11
H: 4.485 -4.498 -1.665  0.11
H: 2.964 -5.421 -1.530  0.10
C: 0.180 6.933 4.303  -0.20
C: -0.314 6.714 5.692  -0.18
C: -0.236 5.181 5.712  -0.19
O: 0.924 4.841 4.898  -0.15
C: 1.351 6.016 4.173  -0.20
H: 0.587 7.942 4.230  0.11
H: -0.553 6.876 3.498  0.12
H: -1.247 7.163 6.034  0.11
H: 0.276 7.056 6.542  0.11
H: -1.151 4.818 5.243  0.11
H: -0.200 4.684 6.681  0.11
H: 1.666 5.685 3.184  0.12
H: 2.258 6.419 4.624  0.11
C: -11.545 -6.769 0.048  -0.08
O: -10.367 -5.936 0.291  -0.19
C: -10.311 -4.748 -0.554  -0.21
C: -9.144 -4.057 -0.076  -0.24
O: -8.030 -4.852 -0.491  -0.17
C: -6.809 -4.213 -0.024  -0.10
H: -11.486 -7.066 -0.999  0.08
H: -12.495 -6.290 0.282  0.08
H: -11.462 -7.637 0.702  0.08
H: -11.139 -4.101 -0.263  0.12
H: -10.456 -4.949 -1.615  0.13
H: -9.098 -3.961 1.009  0.13
H: -8.974 -3.053 -0.465  0.13
H: -6.840 -4.074 1.056  0.08
H: -6.692 -3.175 -0.335  0.07
H: -5.828 -4.572 -0.337  0.08
C: -3.920 2.724 -2.906  -0.10
O: -2.846 2.296 -3.707  -0.19
C: -3.066 2.372 -5.078  -0.19
C: -2.602 3.663 -5.922  -0.18
O: -3.243 4.818 -5.404  -0.20
C: -2.731 6.052 -5.954  -0.09
H: -3.604 2.579 -1.873  0.08
H: -4.615 1.897 -3.051  0.09
H: -4.319 3.726 -3.065  0.09
H: -4.063 2.044 -5.371  0.12
H: -2.362 1.600 -5.392  0.12
H: -2.797 3.518 -6.985  0.11
H: -1.524 3.822 -5.948  0.10
H: -2.853 6.865 -5.238  0.08
H: -3.351 6.318 -6.811  0.08
H: -1.700 5.992 -6.302  0.08
C: -0.133 -5.875 -8.838  -0.11
O: -0.630 -5.591 -7.524  -0.21
C: -1.721 -4.635 -7.551  -0.18
C: -2.535 -4.611 -6.249  -0.18
O: -3.706 -3.788 -6.443  -0.20
C: -4.723 -4.059 -5.448  -0.10
H: 0.432 -5.011 -9.188  0.09
H: -0.895 -6.244 -9.524  0.09
H: 0.593 -6.683 -8.744  0.08
H: -2.314 -4.704 -8.463  0.12
H: -1.151 -3.719 -7.703  0.12
H: -1.986 -4.354 -5.344  0.13
H: -2.959 -5.605 -6.099  0.11
H: -5.667 -3.526 -5.564  0.08
H: -4.308 -4.010 -4.441  0.08
H: -5.072 -5.085 -5.561  0.08
C: 0.052 -10.460 -1.233  -0.14
O: -0.766 -9.732 -0.371  -0.19
C: -0.212 -8.447 0.088  -0.14
C: -1.175 -7.557 0.982  -0.19
O: -0.468 -6.419 1.396  -0.20
C: -0.961 -5.617 2.420  -0.12
H: 0.728 -9.892 -1.872  0.08
H: -0.671 -10.907 -1.916  0.09
H: 0.620 -11.251 -0.744  0.08
H: 0.098 -7.822 -0.750  0.11
H: 0.773 -8.612 0.525  0.12
H: -1.341 -8.261 1.797  0.12
H: -2.134 -7.245 0.569  0.12
H: -1.936 -5.193 2.178  0.09
H: -0.142 -4.941 2.666  0.09
H: -1.015 -6.174 3.355  0.08
C: 3.983 -3.162 11.303  -0.14
O: 2.625 -2.798 11.354  -0.18
C: 1.889 -3.718 10.471  -0.18
C: 1.879 -3.329 9.012  -0.19
O: 1.184 -2.094 8.705  -0.19
C: 1.927 -0.892 8.954  -0.09
H: 4.522 -2.728 12.144  0.09
H: 4.437 -2.964 10.332  0.09
H: 4.171 -4.175 11.661  0.08
H: 0.863 -3.615 10.824  0.12
H: 2.134 -4.755 10.701  0.12
H: 1.451 -4.115 8.390  0.13
H: 2.932 -3.243 8.746  0.10
H: 2.824 -0.945 8.337  0.08
H: 2.091 -0.601 9.991  0.08
H: 1.286 -0.162 8.460  0.08
C: 3.702 10.739 -0.143  -0.14
O: 2.679 11.471 -0.740  -0.16
C: 1.914 10.605 -1.539  -0.20
C: 2.586 9.847 -2.720  -0.28
O: 3.374 8.851 -2.324  -0.16
C: 4.185 8.306 -3.350  -0.09
H: 4.319 11.417 0.446  0.09
H: 4.485 10.361 -0.801  0.08
H: 3.389 9.946 0.535  0.09
H: 1.219 11.347 -1.931  0.13
H: 1.475 9.869 -0.865  0.12
H: 3.043 10.679 -3.256  0.13
H: 1.711 9.545 -3.295  0.13
H: 5.034 8.899 -3.687  0.08
H: 3.683 8.187 -4.310  0.09
H: 4.757 7.414 -3.094  0.09